(1)
Here is one molecule with the formula C4H3Cl3F2 from the OMol25 dataset. Energies are from wB97M-V/def2-TZVPD.

- SMILES = C=CC(F)(F)C(Cl)(Cl)Cl
- HOMO level (eV) = -10.685
- electronic energy (eV) = -47197.5238
- relative energy (zero: lowest compared OMol25 entry of this formula, charge and spin) (kcal/mol) = 4.8
- LUMO (eV) = 0.2
- HOMO-LUMO gap (eV) = 10.84

```
! wB97M-V def2-TZVPD RIJCOSX def2/J DEFGRID3
* xyz 0 1
C -1.47628 -0.49054 -1.27574
C -0.85794 0.40818 -0.47626
C 0.60616 0.51736 -0.10316
C 0.97925 -0.28973 1.21514
F 0.89444 1.88102 0.24633
F 1.43051 0.35340 -1.08697
Cl 2.71610 -0.04740 1.60080
Cl -0.03599 0.25275 2.59982
Cl 0.55621 -2.00026 0.65520
H -2.48421 -0.57062 -1.63579
H -0.90508 -1.31669 -1.65915
H -1.42317 1.30253 -0.08023
*
```

Mulliken population analysis, charges in e, atoms 1 to 2: -0.621 -0.357



(2)
Here is one molecule with the formula C6H9N from the OMol25 dataset. Energies are from wB97M-V/def2-TZVPD.

- HOMO level (eV) = -7.738
- electronic energy (eV) = -7854.8886
- relative energy (zero: lowest compared OMol25 entry of this formula, charge and spin) (kcal/mol) = 75.4
- LUMO (eV) = 0.7
- HOMO-LUMO gap (eV) = 8.39

```
! wB97M-V def2-TZVPD RIJCOSX def2/J DEFGRID3
* xyz 0 1
C 1.81647 0.02288 -0.46826
C 0.36620 0.10296 -0.00432
C -0.25463 1.33308 0.57963
C 0.19694 -0.72104 1.33300
C -1.58022 1.26923 0.08367
C -1.70277 0.30134 -0.90625
N -0.56512 -0.37947 -1.04248
H 2.45397 0.49313 0.28387
H 1.99473 0.51657 -1.42909
H 2.12476 -1.02890 -0.56343
H 1.14592 -0.69697 1.87030
H -0.08081 -1.74385 1.07942
H -0.55426 -0.31344 2.01750
H -2.40826 1.87891 0.42648
H -2.56405 0.05906 -1.52669
H -0.38886 -1.09350 -1.73336
*
```

Mulliken population analysis, charges in e, atoms 1 to 2: -1.613 1.747



(3)
Here is a 2-piece molecular cluster, C4H11NO2 overall from the OMol25 dataset. Energies are from wB97M-V/def2-TZVPD.

- SMILES = CCC(=O)NC.O
- HOMO level (eV) = -9.329
- electronic energy (eV) = -9911.4047
- relative energy (zero: lowest compared OMol25 entry of this formula, charge and spin) (kcal/mol) = 19.3
- LUMO (eV) = 0.4
- HOMO-LUMO gap (eV) = 9.71

```
! wB97M-V def2-TZVPD RIJCOSX def2/J DEFGRID3
* xyz 0 1
C 1.18874 -0.97677 -0.95464
C 0.02518 -0.67486 -1.97220
C 1.46724 0.14348 0.03961
N 0.38787 0.39712 0.83475
C 0.31672 1.73005 1.48900
O 2.47259 0.80648 -0.02832
H 0.95010 -1.89065 -0.39763
H 2.10139 -1.20749 -1.50532
H -0.82607 -1.29508 -1.65843
H 0.19803 -1.00598 -2.99782
H -0.24478 0.35649 -1.75707
H -0.22258 -0.33887 1.13532
H 0.79358 2.43250 0.80556
H -0.74597 1.90182 1.60270
H 0.90460 1.69312 2.40178
H -2.87152 -0.99976 0.30068
H -3.37869 -0.42879 1.52007
O -2.51645 -0.64281 1.14197
*
```

Mulliken population analysis, charges in e, atoms 1 to 2: -0.581 -0.813



(4)
Here is C15H15NO3Pm as an isolated structure from the OMol25 dataset. Energies are from wB97M-V/def2-TZVPD.

- HOMO level (spin up / spin down) (eV) = -3.183 / -3.422
- electronic energy (eV) = -39984.2673
- relative energy (zero: lowest compared OMol25 entry of this formula, charge and spin) (kcal/mol) = 7.4
- LUMO (spin up / spin down) (eV) = 2.8 / 2.7
- HOMO-LUMO gap (spin up / spin down) (eV) = 5.94 / 6.16

```
! wB97M-V def2-TZVPD RIJCOSX def2/J DEFGRID3
* xyz -1 5
C -2.48877 -2.98905 -0.69865
C -1.22428 -3.58820 -1.00950
C -0.52935 -2.71959 -1.91852
C -1.37729 -1.58241 -2.16889
C -2.58693 -1.74982 -1.41313
Pm -0.52930 -1.29570 0.29928
C 0.92669 -2.85797 1.55910
C -0.24572 -3.10618 2.16664
C -1.17318 -3.59657 2.96672
N -1.94703 -0.81666 1.75666
H 0.51091 -2.83699 -2.25592
H -0.82298 -4.49768 -0.55285
H -1.08299 -0.68615 -2.72141
H -3.39434 -1.01996 -1.32378
H -3.22163 -3.39086 0.00239
H 1.20659 -3.41974 0.64183
H -2.59369 -0.57375 2.53195
H 1.54151 -1.95462 1.79803
H -0.94796 -4.37375 3.71164
H -2.22370 -3.27196 2.92980
O 1.75220 2.33223 1.73853
C 1.68342 3.06654 0.59745
C 2.04333 4.40922 0.77376
C 2.03241 5.31472 -0.28388
C 1.64982 4.89213 -1.56135
C 1.27819 3.55726 -1.75045
C 1.27170 2.62577 -0.71032
C 0.69824 1.29156 -1.01471
O 0.45550 0.96616 -2.17780
O 0.55812 0.53952 0.05236
H 1.51491 1.40213 1.53055
H 2.34148 4.73865 1.76750
H 2.32170 6.35801 -0.11374
H 1.63615 5.59565 -2.39886
H 0.96624 3.23806 -2.75044
*
```

Mulliken population analysis, charges in e, atoms 1 to 2: -0.333 -0.623



(5)
Here is C34H84Li2N11O10 as an isolated structure from the OMol25 dataset. Energies are from wB97M-V/def2-TZVPD.

- HOMO level (eV) = -9.808
- electronic energy (eV) = -73894.8663
- relative energy (zero: lowest compared OMol25 entry of this formula, charge and spin) (kcal/mol) = 0.0
- LUMO (eV) = -2.8
- HOMO-LUMO gap (eV) = 6.97

```
! wB97M-V def2-TZVPD RIJCOSX def2/J DEFGRID3
* xyz 1 1
Li 3.79441 -1.08217 -3.51557
Li 1.17514 0.22191 -5.49037
C 0.02546 0.37321 -2.97190
C 1.46904 0.85377 -2.81925
C 1.90423 0.51377 -1.40029
O 2.32331 0.36606 -3.82205
H -0.62180 0.69849 -2.14784
H -0.09998 -0.70359 -2.79285
H -0.42315 0.67929 -3.91451
H 1.45018 1.94829 -2.94955
H 2.15771 -0.52308 -1.18403
H 1.17131 0.84151 -0.66029
H 2.80091 1.11502 -1.20717
C 5.13170 3.11199 -3.44892
O 6.10206 3.86298 -3.38172
N 4.33175 2.75639 -2.39049
N 4.66063 2.60414 -4.64921
H 3.40415 2.39130 -2.46250
H 4.63917 3.06236 -1.48525
H 3.86148 2.03037 -4.40517
H 5.08036 2.80327 -5.52917
C 1.87328 -3.62486 -2.37228
O 2.58864 -2.70708 -2.82606
N 0.60111 -3.89819 -2.77837
N 2.39378 -4.42800 -1.38415
H 0.15477 -4.73737 -2.45023
H 0.18516 -3.51092 -3.60493
H 1.87179 -5.16570 -0.95118
H 3.36105 -4.27841 -1.16772
C 5.24276 -1.80315 -1.07537
O 5.11730 -1.03850 -2.04683
N 5.77442 -3.06469 -1.14595
N 4.72519 -1.48799 0.15242
H 5.68905 -3.69818 -0.37298
H 6.27646 -3.44482 -1.92648
H 4.31845 -0.56793 0.14530
H 4.61832 -2.10626 0.93138
C -3.77551 0.66427 -4.58868
O -3.72239 -0.51651 -4.94250
N -2.74212 1.55900 -4.73558
N -4.96847 1.18085 -4.07859
H -1.87544 1.27628 -5.17002
H -2.87454 2.50448 -4.43268
H -4.95895 2.00304 -3.50857
H -5.62702 0.42186 -4.00661
C -4.36719 -3.22831 -1.43673
C -3.37173 -2.51207 -0.50206
C -4.09439 -1.29464 0.08919
C -5.07710 -1.60898 1.20037
C -4.39583 -2.34935 2.32926
C -3.67302 -3.62261 1.81871
N -2.91814 -3.35049 0.59694
O -1.98644 -4.35115 0.26576
C -2.69586 -4.07516 2.89875
C -4.79152 -4.70240 1.60671
C -2.15042 -1.99387 -1.27259
H -3.92115 -4.17864 -1.73976
H -4.52552 -2.64044 -2.34655
H -5.36550 -3.35558 -1.02315
H -3.29973 -0.65479 0.50507
H -4.41975 -0.66045 -0.74088
H -5.89849 -2.16346 0.73706
H -5.45035 -0.64005 1.54412
H -5.12968 -2.64727 3.08016
H -3.72313 -1.66530 2.85307
H -3.14921 -4.14996 3.88847
H -2.37799 -5.09487 2.65877
H -1.78836 -3.47019 2.97261
H -4.66373 -5.45963 2.38225
H -5.74711 -4.20873 1.76510
H -4.76510 -5.19424 0.63928
H -1.46167 -2.83868 -1.32627
H -1.67735 -1.18306 -0.72454
H -2.36843 -1.78010 -2.31960
H -1.13945 -4.03093 0.60494
C -1.13763 5.33519 2.90611
C -0.12346 5.36306 1.75180
C 0.76314 4.14373 1.90196
C 1.67678 3.85843 0.70425
C 0.76266 3.70715 -0.49630
C -0.17191 4.88729 -0.75050
N -0.84916 5.25992 0.49123
O -1.82187 6.25489 0.30513
C 0.46992 6.09969 -1.43924
C -1.21112 4.33631 -1.73389
C 0.63241 6.69012 1.92260
H -0.57425 5.41332 3.83675
H -1.61580 4.34849 2.95051
H -1.94061 6.06008 2.81906
H 1.43137 4.31946 2.75649
H 0.18096 3.28082 2.22337
H 2.26451 2.96645 0.93687
H 2.39885 4.67925 0.65199
H 0.12810 2.84208 -0.28047
H 1.30421 3.44767 -1.41043
H -0.22465 6.71396 -2.01576
H 0.86386 6.89004 -0.79626
H 1.30762 5.73029 -2.03518
H -0.71952 4.34446 -2.71672
H -1.52968 3.28849 -1.67105
H -2.14002 4.90570 -1.77065
H 1.36780 6.87356 1.13677
H 1.07771 6.80106 2.90876
H -0.06727 7.51715 1.76941
H -2.66803 5.80058 0.38229
C 2.06583 -0.79336 5.83096
C 1.04538 -1.88300 5.38268
C -0.35777 -1.28306 5.35578
C -0.59305 -0.30996 4.20399
C -0.13953 -0.89796 2.88161
C 1.25799 -1.53407 2.79474
N 1.40146 -2.30214 4.02494
O 2.50342 -3.20266 3.95511
C 1.20969 -2.43193 1.55624
C 2.25937 -0.37754 2.67099
C 0.93413 -3.07481 6.31161
H 2.21130 -1.02849 6.89339
H 1.67033 0.21775 5.76110
H 3.05336 -0.86357 5.38830
H -1.12963 -2.03180 5.15580
H -0.48614 -0.76347 6.30656
H -0.02905 0.60976 4.43849
H -1.60994 0.08804 4.18751
H -0.30273 -0.11548 2.12835
H -0.85881 -1.68986 2.63780
H 0.47303 -3.21320 1.72931
H 0.99847 -1.72801 0.75465
H 2.19235 -2.88282 1.39992
H 2.49745 -0.21736 1.61286
H 1.85056 0.57034 2.99627
H 3.19001 -0.55642 3.20846
H 1.80446 -3.72415 6.42167
H 0.17342 -3.74124 5.89469
H 0.62486 -2.76101 7.30759
H 2.10004 -4.03203 3.67428
O 1.24920 -1.73567 -5.88354
H 1.91715 -1.91280 -5.19854
H 1.30372 -2.48512 -6.48824
O -0.69600 0.60169 -6.49747
H -0.91544 1.23991 -7.19160
H -0.89559 -0.26430 -6.88471
*
```

Mulliken population analysis, charges in e, atoms 1 to 2: 0.804 0.890



(6)
Here is one molecule with the formula C3H4BrN from the OMol25 dataset. Energies are from wB97M-V/def2-TZVPD.

- HOMO level (spin up / spin down) (eV) = -7.053 / -9.313
- electronic energy (eV) = -74702.4159
- relative energy (zero: lowest compared OMol25 entry of this formula, charge and spin) (kcal/mol) = 26.0
- LUMO (spin up / spin down) (eV) = 1.0 / -1.7
- HOMO-LUMO gap (spin up / spin down) (eV) = 8.04 / 7.66

```
! wB97M-V def2-TZVPD RIJCOSX def2/J DEFGRID3
* xyz 0 3
C 0.27937 1.76144 -0.06872
C -0.99854 1.74032 0.33307
C 1.83932 -1.38348 -0.37050
N 1.44425 1.87942 -0.39035
Br 2.66649 0.10154 0.08605
H -1.34537 2.33887 1.14668
H -1.63934 1.23035 -0.35474
H 1.77078 -1.36735 -1.43618
H 1.61717 -2.23325 0.19583
*
```

Mulliken population analysis, charges in e, atoms 1 to 2: 0.626 -0.786